# 1
110
Properties=species:S:1:pos:R:3:lowdin_charge:R:1 method="wB97M-V/def2-TZVPD" e_tot_ha=-2546.58176 e_above_lowest_kj_mol=188.2 homo_energy_ev=-8.70
C 5.034 0.812 1.272 0.04
C 4.069 0.918 0.329 -0.14
N 4.218 1.485 -1.009 -0.04
C 5.032 0.639 -1.913 -0.07
C 4.032 0.050 -3.045 -0.32
C 4.555 0.577 -4.452 -0.04
O 2.753 0.661 -2.856 -0.17
C 1.682 -0.285 -2.826 -0.17
C 0.380 0.559 -2.573 -0.20
C -0.182 0.613 -1.242 -0.02
C -1.376 1.453 -1.061 -0.06
C -1.907 2.169 -2.199 -0.09
C -1.337 2.088 -3.538 -0.08
C -0.160 1.263 -3.721 -0.05
C 4.619 2.832 -0.997 -0.57
O 4.785 3.530 -0.037 0.11
O 4.784 3.430 -2.276 -0.23
P 3.539 4.562 -2.578 0.90
O 3.125 4.597 -4.214 -0.29
O 2.135 4.162 -1.748 -0.26
H 5.850 1.568 1.381 0.08
H 4.948 -0.058 1.992 0.04
H 3.056 0.519 0.590 0.12
H 5.846 1.195 -2.439 0.13
H 5.503 -0.201 -1.340 0.13
H 3.997 -1.071 -3.019 0.14
H 4.703 1.680 -4.337 0.07
H 3.685 0.453 -5.156 0.08
H 5.464 0.036 -4.803 0.08
H 1.586 -0.748 -3.851 0.13
H 1.796 -1.085 -2.052 0.13
H 0.286 0.045 -0.407 0.11
H -1.796 1.503 -0.028 0.03
H -2.791 2.823 -2.037 0.09
H -1.732 2.646 -4.413 0.10
H 0.328 1.181 -4.720 0.11
H 2.158 4.610 -4.343 0.05
H 1.893 3.228 -1.944 0.05
C -4.740 -1.708 2.376 -0.16
C -5.580 -0.443 2.244 -0.26
C -5.041 0.512 1.176 -0.17
C -3.662 0.939 1.516 -0.21
N -2.593 1.263 1.780 0.15
H -3.722 -1.480 2.695 0.07
H -5.167 -2.372 3.118 0.02
H -4.692 -2.247 1.425 0.07
H -5.616 0.063 3.213 0.11
H -6.605 -0.720 1.989 0.09
H -5.677 1.397 1.103 0.12
H -5.029 0.023 0.199 0.12
C -8.851 -4.688 5.787 -0.11
C -8.054 -3.428 6.108 -0.26
C -8.248 -2.320 5.069 -0.17
C -7.797 -2.787 3.734 -0.22
N -7.449 -3.153 2.704 0.17
H -8.533 -5.135 4.843 0.07
H -8.706 -5.437 6.567 0.07
H -9.920 -4.469 5.722 0.08
H -6.994 -3.687 6.178 0.11
H -8.358 -3.053 7.088 0.11
H -7.669 -1.437 5.349 0.11
H -9.299 -2.030 5.008 0.12
C 4.036 10.191 -3.651 -0.11
C 3.526 8.835 -3.174 -0.27
C 2.856 8.025 -4.287 -0.19
C 1.682 8.768 -4.816 -0.23
N 0.777 9.342 -5.225 0.13
H 3.221 10.827 -4.001 0.07
H 4.531 10.719 -2.834 0.07
H 4.756 10.074 -4.465 0.08
H 2.821 8.989 -2.353 0.11
H 4.364 8.260 -2.773 0.10
H 2.522 7.062 -3.899 0.07
H 3.558 7.838 -5.101 0.12
C -0.677 -5.484 1.988 -0.12
C -2.037 -6.034 1.574 -0.29
C -3.115 -4.950 1.482 -0.20
C -3.292 -4.302 2.806 -0.23
N -3.423 -3.805 3.838 0.16
H -0.710 -5.040 2.986 0.07
H 0.065 -6.284 2.013 0.07
H -0.333 -4.723 1.284 0.06
H -2.344 -6.800 2.292 0.11
H -1.940 -6.523 0.606 0.07
H -4.065 -5.390 1.170 0.12
H -2.838 -4.194 0.751 0.07
C 8.981 -0.877 3.393 -0.11
C 8.261 0.114 4.301 -0.27
C 7.184 -0.545 5.168 -0.18
C 6.149 -1.171 4.306 -0.22
N 5.353 -1.655 3.638 0.15
H 8.296 -1.339 2.679 0.07
H 9.757 -0.370 2.818 0.07
H 9.455 -1.671 3.977 0.08
H 7.811 0.898 3.685 0.11
H 8.993 0.598 4.952 0.11
H 6.708 0.200 5.807 0.12
H 7.623 -1.311 5.810 0.12
C -5.021 -4.459 -2.717 -0.11
C -4.185 -3.187 -2.808 -0.26
C -2.696 -3.466 -3.029 -0.17
C -2.152 -4.259 -1.897 -0.16
N -1.732 -4.867 -1.018 0.19
H -4.726 -5.074 -1.863 0.07
H -6.076 -4.212 -2.588 0.08
H -4.921 -5.060 -3.624 0.08
H -4.320 -2.607 -1.890 0.10
H -4.557 -2.574 -3.632 0.11
H -2.143 -2.527 -3.100 0.11
H -2.543 -4.021 -3.957 0.12

# 2
73
Properties=species:S:1:pos:R:3:lowdin_charge:R:1 method="wB97M-V/def2-TZVPD" e_tot_ha=-3921.23960 homo_energy_ev=-8.01
C 3.821 -4.494 1.652 -0.03
C 2.713 -3.630 1.420 -0.18
Si 2.909 -2.497 -0.100 0.48
C 1.587 -1.143 0.084 -0.24
O 0.310 -1.660 0.575 -0.13
C -0.679 -0.909 -0.132 -0.26
C -0.829 0.522 0.167 -0.01
C -1.812 1.287 -0.590 -0.06
C -2.591 0.580 -1.612 -0.09
C -2.475 -0.843 -1.889 -0.05
C -1.481 -1.604 -1.120 0.00
O 2.652 -3.551 -1.479 -0.09
C 1.563 -3.152 -2.178 -0.39
N 0.948 -2.731 -3.054 0.19
O 4.499 -1.887 -0.011 -0.30
Si 4.901 -0.748 -1.212 0.06
Cl 7.029 -0.693 -1.261 0.34
C 4.319 1.025 -0.848 -0.21
C 5.140 2.085 -1.682 -0.32
O 5.955 2.902 -0.827 -0.03
C 4.249 3.064 -2.559 -0.46
F 4.818 4.328 -2.496 0.09
F 2.953 3.201 -2.144 0.11
F 4.347 2.714 -3.895 0.10
P 4.267 -1.265 -3.276 0.57
N 4.608 -2.751 -3.753 -0.34
H 4.619 -4.240 2.402 0.07
H 3.920 -5.421 1.014 0.08
H 1.796 -3.631 2.065 0.08
H 1.949 -0.432 0.891 0.11
H 1.470 -0.528 -0.846 0.10
H -0.175 0.945 0.965 0.11
H -1.933 2.380 -0.394 0.08
H -3.318 1.182 -2.209 0.09
H -3.051 -1.397 -2.663 0.10
H -1.310 -2.692 -1.287 0.09
H 4.528 1.233 0.245 0.11
H 3.206 1.089 -0.966 0.08
H 5.877 1.612 -2.392 0.12
H 5.379 3.310 -0.156 0.11
H 2.874 -0.917 -3.370 -0.02
H 4.957 -0.339 -4.142 -0.01
H 5.050 -3.206 -2.940 -0.05
C 0.089 5.161 0.596 -0.06
C -0.558 6.195 1.470 -0.32
O -1.841 5.650 1.711 0.15
C -1.688 4.298 1.651 -0.53
O -2.484 3.516 2.061 0.17
O -0.504 3.951 1.067 0.05
F -0.702 7.370 0.813 0.08
H -0.151 5.295 -0.461 0.15
H 1.172 5.137 0.710 0.14
H -0.047 6.365 2.421 0.18
C -4.668 2.127 4.004 -0.07
C -6.156 2.096 4.185 -0.32
O -6.304 1.787 5.557 0.13
C -5.196 2.295 6.174 -0.54
O -5.099 2.460 7.346 0.18
O -4.219 2.594 5.275 0.08
F -6.718 1.102 3.453 0.07
H -4.248 1.137 3.812 0.15
H -4.358 2.800 3.207 0.11
H -6.657 3.042 3.965 0.17
C -4.715 -5.648 -1.011 -0.06
C -4.264 -4.630 -2.016 -0.31
O -3.025 -4.192 -1.492 0.10
C -2.523 -5.254 -0.793 -0.53
O -1.393 -5.347 -0.444 0.18
O -3.480 -6.192 -0.556 0.08
F -5.113 -3.575 -2.060 0.07
H -5.247 -5.199 -0.169 0.15
H -5.345 -6.420 -1.452 0.14
H -4.116 -5.025 -3.024 0.18

# 3
7
Properties=species:S:1:pos:R:3:lowdin_charge:R:1 method="wB97M-V/def2-TZVPD" e_tot_ha=-254.67920 e_above_lowest_kj_mol=28.7 homo_energy_ev=-8.30 charge=+1
O 2.788 -0.945 0.401 -0.06
C 3.689 -1.161 1.051 0.08
Li 1.222 -0.111 -0.777 0.65
C -0.882 -0.213 0.415 -0.36
O -1.895 0.147 -0.122 -0.23
Cs -4.226 2.740 -2.431 0.96
H -0.696 -0.457 1.462 -0.04

# 4
9
Properties=species:S:1:pos:R:3:lowdin_charge:R:1 method="wB97M-V/def2-TZVPD" e_tot_ha=-297.00221 e_above_lowest_kj_mol=131.0 homo_energy_ev=-3.66 charge=-1
C 1.535 -0.105 -0.005 -0.41
C 0.075 -0.025 0.019 -0.08
N 3.617 -0.763 -0.011 -0.20
N 2.321 -1.118 -0.025 -0.09
N 2.545 1.192 0.034 -0.06
N 3.698 0.536 0.023 -0.26
H -0.235 -0.774 0.614 0.03
H -0.133 0.897 0.346 0.02
H -0.250 -0.087 -0.960 0.05

# 5
82
Properties=species:S:1:pos:R:3:lowdin_charge:R:1 method="wB97M-V/def2-TZVPD" e_tot_ha=-3221.39592 e_above_lowest_kj_mol=21.9 spin_multiplicity=2 homo_energy_ev="-10.32 / -10.39" charge=+1
Ir -0.165 -0.527 0.056 0.98
C -3.691 0.942 -1.475 0.01
C -2.562 -0.005 -1.668 -0.22
N -2.134 -0.655 -0.489 -0.18
N -2.857 -1.729 -0.229 -0.03
C -2.276 -2.596 0.595 -1.00
S -0.633 -2.491 1.046 0.74
S -3.312 -3.890 1.075 0.97
C -2.487 -4.578 2.538 -0.43
C -2.460 -3.657 3.733 -0.31
C -1.257 -3.316 4.336 -0.07
C -1.238 -2.484 5.448 -0.08
C -2.423 -1.983 5.962 -0.09
C -3.632 -2.326 5.368 -0.08
C -3.649 -3.159 4.262 -0.05
C -1.923 -0.307 -2.831 -0.09
C -2.454 0.136 -4.110 -0.03
C -1.939 -0.303 -5.269 -0.05
C -0.831 -1.222 -5.262 -0.02
C -0.260 -1.649 -4.116 0.02
C -0.709 -1.154 -2.843 -0.28
O 0.009 -1.400 -1.842 -0.15
H -3.480 1.541 -0.586 0.10
H -4.601 0.376 -1.260 0.11
H -3.863 1.600 -2.320 0.07
H -1.494 -4.942 2.274 0.07
H -3.110 -5.453 2.739 0.09
H -0.327 -3.709 3.941 0.11
H -0.294 -2.232 5.913 0.10
H -2.410 -1.338 6.830 0.10
H -4.562 -1.951 5.774 0.11
H -4.593 -3.424 3.800 0.11
H -3.329 0.770 -4.116 0.11
H -2.370 0.000 -6.213 0.12
H -0.444 -1.575 -6.209 0.12
H 0.589 -2.319 -4.109 0.13
C 4.355 -0.651 3.401 -0.20
Si 3.435 0.835 4.050 0.52
C 3.364 0.765 5.916 -0.17
C 4.233 2.421 3.474 -0.17
C 1.634 0.861 3.439 -0.21
C 0.654 1.505 4.190 -0.05
C -0.678 1.581 3.783 -0.04
C -1.031 0.991 2.593 -0.10
N -0.107 0.372 1.856 -0.20
C 1.186 0.301 2.240 -0.68
S 2.036 -0.539 0.965 0.67
H 5.314 -0.723 3.921 0.04
H 4.559 -0.577 2.333 0.01
H 3.810 -1.580 3.577 0.04
H 4.377 0.717 6.321 0.04
H 2.828 -0.122 6.261 0.04
H 2.886 1.643 6.355 0.03
H 5.257 2.499 3.844 0.04
H 3.681 3.294 3.830 0.03
H 4.266 2.466 2.383 0.03
H 0.929 1.964 5.133 0.10
H -1.424 2.078 4.384 0.11
H -2.044 0.982 2.212 0.12
C 2.242 1.253 -7.134 -0.03
C 1.665 1.478 -5.768 -0.24
C 0.548 2.289 -5.585 0.00
C 0.014 2.514 -4.329 -0.20
C -1.180 3.430 -4.212 -0.03
C 0.599 1.866 -3.216 -0.11
C -0.022 2.064 -1.927 -0.14
O 0.187 1.412 -0.908 -0.11
C 1.749 1.059 -3.376 -0.17
C 2.460 0.420 -2.219 -0.05
C 2.256 0.891 -4.652 0.00
H 1.684 1.790 -7.899 0.08
H 2.235 0.190 -7.383 0.09
H 3.280 1.584 -7.170 0.09
H 0.096 2.768 -6.445 0.12
H -1.434 3.830 -5.191 0.09
H -0.982 4.277 -3.554 0.09
H -2.062 2.909 -3.830 0.07
H -0.756 2.878 -1.863 0.13
H 2.571 1.103 -1.378 0.07
H 3.447 0.082 -2.532 0.09
H 1.907 -0.445 -1.845 0.03
H 3.148 0.288 -4.783 0.13

# 6
20
Properties=species:S:1:pos:R:3:lowdin_charge:R:1 method="wB97M-V/def2-TZVPD" e_tot_ha=-348.72728 e_above_lowest_kj_mol=190.6 homo_energy_ev=-2.14 charge=-1
C 2.133 1.329 0.107 -0.54
O 2.610 1.781 1.348 -0.44
C 0.716 0.609 0.215 -0.22
C -0.074 0.321 -1.123 -0.24
C -1.500 -0.269 -0.986 -0.28
C -2.511 0.749 -0.254 -0.12
H 2.797 0.633 -0.545 0.07
H 2.158 2.310 -0.504 0.07
H 1.123 -0.301 0.675 0.08
H 0.092 1.162 0.930 0.08
H -0.200 1.378 -1.536 0.11
H 0.498 -0.375 -1.821 0.11
H -2.063 -0.464 -1.941 0.09
H -1.599 -1.251 -0.453 0.09
H -2.801 1.398 -1.082 0.05
H -3.410 0.289 0.151 0.04
H -2.007 1.307 0.566 0.06
H 2.077 -3.274 2.383 0.05
H 0.652 -3.473 1.653 0.01
O 1.309 -3.859 2.216 -0.07